DFT (ωB97M-V/def2-TZVPD) results for a 7-piece molecular cluster, C30H79N5O9 overall at a distorted geometry.

XYZ file:
```
123
Properties=species:S:1:pos:R:3:forces:R:3
C -2.37536 -1.72770 -1.24565 -0.132 0.511 0.716
O -3.34985 -1.84863 -2.21418 -1.863 0.163 -2.250
C -4.78355 -1.90482 -1.89086 1.323 0.563 -0.158
C -5.58912 -2.09156 -3.20909 -0.161 -0.998 0.460
C -7.14392 -2.02934 -3.06362 0.857 0.694 0.917
N -5.32166 -3.42052 -3.73854 -0.185 -0.074 -0.162
H -2.44306 -2.55079 -0.53429 0.332 -0.102 0.264
H -2.45388 -0.77522 -0.72151 -0.227 0.180 0.451
H -1.40106 -1.67262 -1.73127 -0.115 -0.523 -0.066
H -4.81408 -2.73271 -1.18250 -0.906 -0.160 0.065
H -5.11976 -0.97512 -1.43184 0.220 0.186 0.399
H -5.26888 -1.30404 -3.89126 0.054 -0.019 -0.111
H -7.29883 -1.04061 -2.63172 -0.832 0.138 -0.371
H -7.61082 -2.73469 -2.37617 0.672 -0.248 0.577
H -7.71983 -2.26657 -3.95814 0.561 0.724 -0.449
H -5.80579 -3.94037 -3.02057 0.090 -1.081 -0.238
H -4.34360 -3.65516 -3.64672 0.294 0.070 -0.036
C 0.46909 7.27886 -2.95651 0.408 0.076 0.021
O 1.15446 6.81947 -1.81376 0.257 0.339 1.370
C 1.59212 5.46299 -1.90297 -0.247 0.157 -0.911
C 2.19631 4.81071 -0.65664 1.068 -0.140 1.210
C 3.61671 5.27568 -0.22365 -0.523 1.135 -0.963
N 2.18058 3.33358 -0.75587 -0.091 0.077 -0.530
H 0.10062 8.29330 -2.80402 0.055 -0.072 0.494
H -0.38904 6.65459 -3.20557 -0.001 -0.251 -0.123
H 1.16157 7.36443 -3.79391 -0.001 -0.326 -0.363
H 0.68079 4.90848 -2.12685 0.175 -0.608 -0.304
H 2.29638 5.45247 -2.73484 0.133 -0.544 -0.307
H 1.50990 5.13315 0.12628 -0.101 -0.336 0.378
H 4.16980 4.79856 0.58539 -1.030 -0.258 0.551
H 3.43592 6.33380 -0.03441 0.782 0.272 0.242
H 4.36762 5.17611 -1.00744 -0.275 0.204 -0.677
H 2.67633 2.97107 0.04595 -0.520 0.228 1.173
H 2.93569 3.08382 -1.37839 -0.097 0.085 -1.238
C 1.10122 -2.85871 3.59547 0.388 -0.954 0.529
O 0.34906 -2.10972 2.73763 -1.259 2.657 -1.364
C 0.74090 -0.71267 2.70802 -0.539 0.144 -1.745
C 0.17472 0.07298 1.46798 -0.053 0.162 -0.232
C 0.61164 -0.44509 0.14567 0.641 -2.233 -0.954
N 0.71587 1.44800 1.41170 0.124 -0.344 1.263
H 2.06043 -3.09945 3.13714 0.597 0.261 0.295
H 0.62210 -3.82958 3.72171 -0.285 0.152 0.111
H 1.17647 -2.34913 4.55608 0.428 -0.209 0.288
H 0.35390 -0.10484 3.52587 0.193 -0.509 0.809
H 1.82579 -0.64686 2.62566 0.235 0.057 0.283
H -0.91394 0.11220 1.50506 -0.148 -0.320 0.273
H 0.52331 -1.50822 -0.07802 -0.632 -0.286 0.747
H 1.69853 -0.36979 0.11255 0.127 0.737 -0.463
H 0.08863 -0.03395 -0.71776 0.341 0.726 0.135
H 0.51745 1.91375 0.53773 -0.042 -0.047 -0.138
H 0.43696 2.03926 2.18157 -0.484 0.150 0.164
C 1.29234 -3.92805 -1.63326 -0.202 0.804 0.463
O 0.73446 -2.66901 -2.12424 0.720 -2.426 -0.649
C 1.59446 -2.06489 -3.08550 -0.397 1.959 0.003
C 0.66258 -1.10232 -3.91988 2.034 -1.207 1.550
N -0.28085 -1.84905 -4.68023 -1.067 -0.492 -0.622
C -1.38149 -0.98202 -5.19645 1.321 0.528 0.133
C -1.88723 -1.46674 -6.56497 0.116 -0.112 -0.156
O -2.58535 -0.47459 -7.32770 -0.608 -1.135 -1.144
C -3.38834 -1.07936 -8.41167 -0.233 0.011 1.367
H 0.58164 -4.67749 -1.28491 -0.837 0.510 -0.348
H 1.83113 -3.67885 -0.71910 0.673 -0.131 -0.170
H 1.88547 -4.44066 -2.39057 0.275 0.327 0.045
H 2.32296 -2.65219 -3.64449 -0.980 -1.150 -0.496
H 2.33857 -1.46093 -2.56622 -0.184 0.713 0.500
H 1.35185 -0.49108 -4.50246 -0.424 0.314 -0.238
H 0.17373 -0.55723 -3.11241 -0.027 0.829 -0.069
H -0.64665 -2.49667 -3.99695 -0.375 -0.441 -0.195
H -0.82713 -0.04831 -5.29106 -0.375 0.410 -0.836
H -2.09392 -0.72162 -4.41369 -0.625 -0.547 -0.142
H -2.50905 -2.36104 -6.52413 -0.263 -0.106 0.545
H -0.99382 -1.80388 -7.09057 0.227 0.162 -0.230
H -4.02180 -1.89306 -8.05852 -0.419 0.208 0.969
H -2.92884 -1.67106 -9.20341 1.262 0.866 -0.250
H -4.05420 -0.30719 -8.79705 0.399 0.031 -0.080
C 7.65922 3.56240 1.25207 -1.171 -0.617 2.088
O 6.28655 3.17919 1.35004 -1.580 -0.672 -0.326
C 5.81092 2.42771 2.50993 0.718 0.033 -0.583
C 4.42636 1.75400 2.34445 -1.535 0.840 -0.228
N 3.21418 2.62546 2.37510 1.117 1.009 -0.219
C 2.96545 3.29044 3.66534 0.130 0.604 -1.890
C 1.74384 4.26112 3.58486 -0.072 -0.898 1.838
O 0.51836 3.65128 4.05641 -0.431 -0.102 -0.293
C 0.59135 3.08013 5.36784 0.164 0.172 -0.745
H 8.30871 2.72427 0.99950 -0.021 0.076 -0.867
H 7.95897 3.77261 2.27874 0.425 0.692 0.128
H 7.66964 4.46764 0.64501 0.415 -0.412 -0.152
H 5.87062 3.08435 3.37789 -0.200 0.097 0.155
H 6.51395 1.61459 2.69078 0.147 -0.202 0.077
H 4.16342 1.00834 3.09476 1.266 -0.343 0.670
H 4.40382 1.17445 1.42158 0.110 0.274 -0.298
H 2.39049 2.15884 2.02312 0.047 -0.550 -0.048
H 3.86124 3.89607 3.80269 -0.075 0.127 0.578
H 2.87089 2.56535 4.47368 -0.004 0.111 0.346
H 1.57312 4.68356 2.59466 0.003 -0.381 -0.022
H 1.84408 5.08161 4.29538 0.730 0.336 -0.131
H -0.38982 3.03153 5.84011 -0.268 -0.253 -0.630
H 1.15158 3.67702 6.08754 0.580 0.168 -0.224
H 1.04048 2.09785 5.22114 -0.137 -0.180 0.753
C 1.65107 -7.46152 2.32169 1.201 -0.013 1.939
C 0.59581 -7.19278 3.45996 0.426 -1.039 -0.504
C 1.03062 -6.48311 4.78843 1.155 0.669 -2.507
O -0.40275 -6.43728 2.84806 -1.202 1.240 0.294
H 2.46003 -6.73843 2.42571 -0.102 0.442 -0.441
H 1.27581 -7.48470 1.29858 -0.356 0.219 0.284
H 2.18429 -8.39696 2.49117 -0.182 -0.315 0.031
H 0.19693 -8.17301 3.72102 -0.207 -0.200 0.229
H 1.85339 -7.01378 5.26752 -0.726 -0.453 0.615
H 0.21455 -6.03784 5.35752 -0.057 -0.930 0.279
H 1.57821 -5.60054 4.45779 0.048 0.365 -0.197
H -0.78086 -6.92498 2.11268 0.058 -0.044 0.028
C -3.32592 1.33013 2.62468 -1.670 1.163 -0.627
C -4.78518 0.87815 2.99353 0.002 2.734 -0.630
C -5.77006 1.17463 1.82740 0.393 -0.918 0.542
O -4.68274 -0.42907 3.33559 -0.242 -2.918 0.215
H -2.67303 1.72527 3.40294 -0.102 -0.537 0.337
H -3.45079 2.16776 1.93847 0.337 0.100 -0.199
H -2.90965 0.49781 2.05718 0.226 0.084 0.188
H -5.28079 1.33155 3.85196 0.594 1.076 0.273
H -6.79454 0.89950 2.07805 0.062 -0.350 0.176
H -5.45674 0.57746 0.97106 -0.082 0.266 -0.326
H -5.83765 2.24093 1.61171 0.488 -0.047 -0.109
H -3.90277 -0.44049 3.89515 -0.034 -0.651 0.149
```
Positions in Å, forces in eV/Å.

For the HOMO energy, the calculation gives -0.3074 Ha. As for the SMILES: COC[C@H](C)N.COC[C@H](C)N.COC[C@H](C)N.COCCNCCOC.COCCNCCOC.CC(C)O.CC(C)O. The energy relative to the best compared isomer or geometry (same formula, charge and spin) is 3.0381 eV. As for the spin multiplicity: 1.

Atom charges from the Löwdin analysis, given in e for atoms 1 to 99:
1 C -0.12
2 O -0.22
3 C -0.14
4 C -0.41
5 C -0.06
6 N 0.03
7 H 0.10
8 H 0.08
9 H 0.06
10 H 0.12
11 H 0.11
12 H 0.13
13 H 0.07
14 H 0.07
15 H 0.08
16 H 0.06
17 H 0.06
18 C -0.12
19 O -0.20
20 C -0.20
21 C -0.40
22 C -0.06
23 N 0.04
24 H 0.09
25 H 0.08
26 H 0.08
27 H 0.12
28 H 0.12
29 H 0.12
30 H 0.05
31 H 0.07
32 H 0.07
33 H 0.03
34 H 0.07
35 C -0.15
36 O -0.17
37 C -0.14
38 C -0.39
39 C -0.08
40 N 0.04
41 H 0.09
42 H 0.07
43 H 0.09
44 H 0.12
45 H 0.12
46 H 0.10
47 H 0.06
48 H 0.09
49 H 0.08
50 H 0.06
51 H 0.06
52 C -0.06
53 O -0.24
54 C -0.21
55 C -0.22
56 N -0.06
57 C -0.17
58 C -0.22
59 O -0.18
60 C -0.09
61 H 0.08
62 H 0.08
63 H 0.08
64 H 0.11
65 H 0.11
66 H 0.12
67 H 0.10
68 H 0.09
69 H 0.11
70 H 0.11
71 H 0.11
72 H 0.11
73 H 0.07
74 H 0.08
75 H 0.08
76 C -0.10
77 O -0.23
78 C -0.18
79 C -0.17
80 N -0.09
81 C -0.18
82 C -0.16
83 O -0.23
84 C -0.11
85 H 0.08
86 H 0.08
87 H 0.09
88 H 0.11
89 H 0.11
90 H 0.10
91 H 0.11
92 H 0.03
93 H 0.11
94 H 0.10
95 H 0.11
96 H 0.11
97 H 0.08
98 H 0.09
99 H 0.07